Entry 1:
DFT (ωB97M-V/def2-TZVPD) results for C24H24Cl5N4O5SeTi as an isolated structure.

ORCA input file:
```
! RIJCOSX wB97M-V def2-TZVPD def2/J DEFGRID3
* xyz 0 2
Ti 0.555 0.492 -0.688
C 2.705 0.014 2.110
C 1.330 -0.548 1.824
C 1.245 -1.748 1.090
C 2.511 -2.334 0.511
C 0.036 -2.459 1.035
C -0.050 -3.765 0.283
C -1.081 -1.979 1.725
C -2.340 -2.811 1.808
C -1.035 -0.727 2.344
C -2.266 -0.166 3.013
C 0.163 -0.001 2.392
C 0.177 1.315 3.128
H 3.351 -0.790 2.467
H 2.682 0.776 2.881
H 3.169 0.439 1.220
H 2.321 -2.933 -0.375
H 2.995 -2.985 1.245
H 3.214 -1.557 0.226
H 0.212 -4.612 0.925
H 0.626 -3.789 -0.569
H -1.056 -3.943 -0.093
H -3.057 -2.549 1.023
H -2.840 -2.666 2.763
H -2.124 -3.873 1.721
H -2.264 -0.380 4.086
H -3.181 -0.577 2.593
H -2.315 0.916 2.909
H -0.569 1.991 2.710
H 1.126 1.830 3.045
H -0.056 1.172 4.186
N -0.716 -2.801 -3.193
C 0.610 -2.983 -3.528
C 1.317 -2.099 -2.773
N 0.449 -1.397 -1.977
C -0.758 -1.831 -2.258
C -1.868 -1.183 -1.595
N -1.599 -0.154 -0.816
C -2.797 0.277 -0.310
C -3.800 -0.501 -0.799
N -3.193 -1.433 -1.620
H -1.495 -3.282 -3.606
H 0.916 -3.695 -4.273
H 2.371 -1.881 -2.781
H -2.851 1.127 0.347
H -4.865 -0.476 -0.655
H -3.664 -2.158 -2.132
Cl 1.057 7.568 -1.816
C 0.746 5.977 -1.240
C -0.419 5.312 -1.608
Cl -1.557 6.081 -2.644
C -0.664 4.026 -1.144
Cl -2.096 3.189 -1.618
C 0.240 3.367 -0.306
O 0.012 2.128 0.119
C 1.403 4.056 0.059
Cl 2.540 3.259 1.071
C 1.658 5.341 -0.401
Cl 3.104 6.145 0.056
O 3.093 2.765 -2.375
Se 2.441 1.314 -2.520
O 2.970 0.363 -3.696
O 2.489 0.455 -1.025
O 0.743 1.371 -2.481
*
```

Values from the calculation:
Frontier orbital gap (alpha / beta) ... 7.5 / 7.6 eV

Results of the natural (NBO) charge analysis, in e, for atoms 1 through 2: 1.803 -0.642



Entry 2:
DFT (ωB97M-V/def2-TZVPD) results for an isolated ion of composition CH3O3S2 and charge -1 in a non-equilibrium geometry.

ORCA input file:
```
! RIJCOSX wB97M-V def2-TZVPD def2/J DEFGRID3
* xyz -1 1
C -1.043 -0.251 0.289
S 0.402 0.868 -0.172
O 0.418 1.926 0.780
O 0.124 1.230 -1.519
S 2.186 -0.449 -0.065
O 1.472 -1.830 -0.247
H -0.482 -1.113 0.024
H -1.873 -0.112 -0.411
H -1.205 -0.269 1.321
*
```

Values from the calculation:
SMILES ... CS(=O)(=O)S[O-]
Frontier orbital gap ... 6.8 eV

Results of the natural (NBO) charge analysis, in e, for atoms 1 through 2: -0.874 1.893



Entry 3:
DFT (ωB97M-V/def2-TZVPD) results for one molecule with the formula C15H18N2O5S in a non-equilibrium geometry.

ORCA input file:
```
! RIJCOSX wB97M-V def2-TZVPD def2/J DEFGRID3
* xyz 0 1
C -2.092 0.033 -0.923
O -0.976 -0.683 -0.452
C -1.162 -1.588 0.565
C -2.420 -2.072 0.902
C -2.592 -2.998 1.916
C -1.491 -3.467 2.604
C -0.230 -3.001 2.277
C -0.036 -2.052 1.276
N 1.278 -1.630 1.041
C 1.653 -0.896 -0.138
C 1.279 0.582 -0.046
O 0.812 1.091 0.950
N 1.547 1.274 -1.173
C 1.249 2.677 -1.315
C 0.405 2.942 -2.521
C -0.164 2.106 -3.437
C -0.842 2.939 -4.364
C -0.631 4.212 -3.943
O 0.124 4.224 -2.829
S 2.274 -1.322 2.378
C 1.288 -0.352 3.538
O 3.373 -0.543 1.891
O 2.606 -2.567 3.007
H -2.753 -0.598 -1.527
H -1.688 0.829 -1.548
H -2.660 0.477 -0.100
H -3.289 -1.723 0.366
H -3.584 -3.348 2.155
H -1.603 -4.198 3.389
H 0.637 -3.369 2.798
H 2.741 -0.967 -0.214
H 1.195 -1.356 -1.014
H 1.963 0.804 -1.960
H 2.174 3.266 -1.382
H 0.723 2.980 -0.402
H -0.113 1.037 -3.458
H -1.402 2.624 -5.220
H -0.949 5.160 -4.329
H 0.936 0.519 3.001
H 0.473 -0.968 3.891
H 1.949 -0.077 4.350
*
```

Values from the calculation:
SMILES ... COc1ccccc1N(CC(=O)NCc1ccco1)S(C)(=O)=O
Frontier orbital gap ... 8.9 eV

Results of the natural (NBO) charge analysis, in e, for atoms 1 through 2: -0.253 -0.538



Entry 4:
DFT (ωB97M-V/def2-TZVPD) results for C16H48F2InNO12S2 as an isolated structure in a non-equilibrium geometry.

ORCA input file:
```
! RIJCOSX wB97M-V def2-TZVPD def2/J DEFGRID3
* xyz 2 1
In 2.202 -1.218 -7.037
N 0.174 1.221 -2.265
S 0.837 1.778 -1.030
O 1.095 0.853 0.091
O 0.688 3.183 -0.782
F 2.290 1.715 -1.639
S -1.412 1.242 -1.518
O -1.913 2.598 -1.329
O -1.770 0.227 -0.578
F -2.094 0.768 -2.878
C 1.860 6.794 5.209
C 0.674 7.315 4.401
O 0.111 8.530 4.940
H 1.654 6.752 6.278
H 2.757 7.409 5.140
H 2.037 5.774 4.867
H -0.104 6.556 4.313
H 0.994 7.541 3.384
H 0.169 8.504 5.898
C 9.989 -2.191 -3.191
C 8.618 -1.471 -3.267
O 8.068 -1.289 -4.539
H 9.769 -3.222 -3.468
H 10.481 -2.256 -2.220
H 10.735 -1.832 -3.900
H 8.753 -0.455 -2.897
H 7.861 -1.923 -2.626
H 8.830 -1.549 -5.062
C 6.889 -1.251 4.461
C 6.317 -0.281 5.503
O 7.227 -0.162 6.587
H 6.097 -1.327 3.716
H 7.071 -2.248 4.862
H 7.716 -0.753 3.954
H 5.385 -0.623 5.953
H 6.050 0.679 5.061
H 6.858 -0.536 7.391
C -2.820 -6.780 3.330
C -4.191 -6.881 2.829
O -4.462 -5.634 2.321
H -2.276 -6.550 2.413
H -2.408 -7.716 3.705
H -2.491 -6.041 4.061
H -4.870 -7.023 3.669
H -4.320 -7.602 2.021
H -4.222 -5.046 3.041
C -0.692 9.935 -5.202
C -0.575 8.399 -4.940
O 0.747 8.141 -4.450
H -1.716 10.301 -5.125
H -0.146 10.156 -6.119
H -0.171 10.512 -4.439
H -0.747 7.999 -5.939
H -1.234 7.968 -4.185
H 0.539 7.867 -3.553
C 2.921 -6.553 -0.509
C 1.831 -6.521 -1.557
O 1.407 -5.190 -1.796
H 2.617 -6.672 0.532
H 3.400 -5.574 -0.503
H 3.791 -7.104 -0.866
H 1.029 -7.227 -1.342
H 2.152 -6.862 -2.542
H 0.974 -4.874 -1.000
C -7.997 1.755 2.685
C -8.068 2.993 3.518
O -8.107 2.539 4.851
H -7.123 1.190 3.010
H -7.761 2.033 1.657
H -8.903 1.152 2.750
H -8.927 3.617 3.274
H -7.202 3.564 3.184
H -8.471 1.659 4.972
C -7.483 -4.541 -5.995
C -7.207 -4.471 -4.573
O -6.055 -5.091 -4.254
H -7.929 -5.469 -6.352
H -6.527 -4.389 -6.497
H -8.238 -3.813 -6.292
H -8.116 -4.619 -3.990
H -6.964 -3.451 -4.275
H -5.951 -4.938 -3.312
*
```

Values from the calculation:
Frontier orbital gap ... 1.2 eV

Results of the Mulliken charge analysis, in e, for atoms 1 through 2: 1.000 -0.128



Entry 5:
DFT (ωB97M-V/def2-TZVPD) results for one molecule with the formula C10H13NS in a non-equilibrium geometry.

ORCA input file:
```
! RIJCOSX wB97M-V def2-TZVPD def2/J DEFGRID3
* xyz 0 1
C 1.157 2.809 -0.329
C 2.179 2.042 -0.922
C 0.025 2.231 0.171
C 1.998 0.677 -1.022
C -0.216 0.855 0.092
C 0.844 0.095 -0.548
C -0.715 -1.641 -0.888
C -1.615 0.421 0.107
C -2.318 0.223 1.473
C 1.508 -2.241 -0.090
N 0.590 -1.313 -0.773
S -2.572 0.599 -1.417
H 1.267 3.960 -0.208
H 2.994 2.512 -1.396
H -0.836 2.927 0.537
H 2.805 -0.101 -1.386
H -0.902 -2.710 -0.534
H -1.178 -1.372 -1.841
H -3.372 0.204 1.363
H -1.942 0.899 2.129
H -1.919 -0.820 1.855
H 1.041 -3.206 0.015
H 2.519 -2.322 -0.585
H 1.656 -1.844 0.976
H -1.791 1.668 -1.709
*
```

Values from the calculation:
Frontier orbital gap (alpha / beta) ... 7.6 / 7.6 eV

Results of the natural (NBO) charge analysis, in e, for atoms 1 through 2: -0.238 -0.201



Entry 6:
DFT (ωB97M-V/def2-TZVPD) results for C25H29N4O5Ru as an isolated structure.

ORCA input file:
```
! RIJCOSX wB97M-V def2-TZVPD def2/J DEFGRID3
* xyz 0 2
Ru 0.039 -0.530 -0.666
C -0.656 -3.891 -2.143
O 0.133 -3.170 -1.221
C 0.992 -3.937 -0.419
C 2.053 -2.974 0.055
O 1.468 -1.812 0.652
C 1.741 -1.689 2.058
C 0.917 -2.584 2.952
O -0.424 -2.207 2.864
C -1.233 -2.768 3.873
H -0.026 -4.448 -2.843
H -1.243 -3.160 -2.696
H -1.333 -4.581 -1.629
H 1.460 -4.748 -0.992
H 0.437 -4.376 0.422
H 2.619 -2.626 -0.806
H 2.741 -3.447 0.758
H 1.563 -0.652 2.324
H 2.802 -1.911 2.210
H 1.291 -2.455 3.979
H 1.058 -3.646 2.690
H -0.805 -2.594 4.867
H -1.364 -3.846 3.727
H -2.207 -2.288 3.809
C -2.001 1.725 -1.304
N -1.003 0.800 -1.808
C -0.856 0.642 -3.075
C 0.218 -0.178 -3.513
C 0.617 -0.632 -4.764
C 1.760 -1.409 -4.545
C 1.996 -1.393 -3.175
N 1.079 -0.647 -2.532
C -1.454 3.092 -0.952
C -2.303 4.001 -0.327
C -1.858 5.267 0.013
C -0.553 5.647 -0.278
C 0.292 4.752 -0.914
C -0.156 3.479 -1.250
H -2.462 1.270 -0.428
H -2.793 1.838 -2.052
H -1.507 1.160 -3.776
H 0.132 -0.422 -5.705
H 2.358 -1.914 -5.286
H 2.814 -1.862 -2.652
H -3.320 3.706 -0.090
H -2.526 5.958 0.511
H -0.202 6.634 -0.011
H 1.310 5.039 -1.146
H 0.515 2.787 -1.742
O -3.022 -2.348 0.953
N -1.914 -2.218 0.542
O -1.792 -1.109 -0.207
N 0.800 4.768 4.368
C 0.661 3.905 3.621
C 0.491 2.828 2.690
C 1.525 2.489 1.818
C 1.332 1.475 0.897
C 0.118 0.791 0.816
C -0.889 1.108 1.720
C -0.709 2.119 2.648
H 2.460 3.033 1.853
H 2.143 1.228 0.214
H -1.820 0.555 1.705
H -1.501 2.373 3.341
*
```

Values from the calculation:
Frontier orbital gap (alpha / beta) ... 8.1 / 7.6 eV

Results of the natural (NBO) charge analysis, in e, for atoms 1 through 2: 1.051 -0.240



Energy relative to the best compared isomer or geometry (same formula, charge and spin) / eV: 0.000; 2.030; 2.764; 6.291; 2.835; 0.518